{"formula": "C36H76N4O12", "method": "wB97M-V/def2-TZVPD", "species": ["C", "C", "C", "N", "C", "C", "C", "C", "C", "H", "H", "H", "H", "H", "H", "H", "H", "H", "H", "H", "H", "H", "H", "H", "H", "H", "H", "C", "C", "C", "N", "C", "C", "C", "C", "C", "H", "H", "H", "H", "H", "H", "H", "H", "H", "H", "H", "H", "H", "H", "H", "H", "H", "H", "C", "C", "C", "N", "C", "C", "C", "C", "C", "H", "H", "H", "H", "H", "H", "H", "H", "H", "H", "H", "H", "H", "H", "H", "H", "H", "H", "C", "C", "C", "N", "C", "C", "C", "C", "C", "H", "H", "H", "H", "H", "H", "H", "H", "H", "H", "H", "H", "H", "H", "H", "H", "H", "H", "O", "C", "O", "O", "H", "O", "C", "O", "O", "H", "O", "C", "O", "O", "H", "O", "C", "O", "O", "H"], "coordinates": [[-31.501, 15.587, -0.022], [-31.171, 14.086, 0.117], [-30.353, 13.859, 1.361], [-29.947, 12.332, 1.648], [-31.127, 11.447, 2.032], [-29.117, 11.654, 0.627], [-27.760, 12.337, 0.631], [-27.506, 12.675, 2.094], [-28.849, 12.438, 2.782], [-31.964, 15.800, -0.986], [-30.677, 16.289, 0.100], [-32.210, 15.818, 0.773], [-30.514, 13.914, -0.735], [-32.087, 13.503, 0.019], [-30.927, 14.077, 2.261], [-29.424, 14.421, 1.457], [-31.806, 11.668, 1.208], [-31.446, 11.954, 2.943], [-30.819, 10.401, 2.010], [-29.074, 10.593, 0.873], [-29.599, 11.711, -0.349], [-26.986, 11.722, 0.172], [-27.846, 13.262, 0.061], [-26.753, 11.981, 2.468], [-27.097, 13.670, 2.272], [-28.858, 11.455, 3.251], [-29.105, 13.049, 3.648], [-30.370, -8.970, -1.845], [-29.868, -7.614, -1.292], [-28.366, -7.451, -1.641], [-27.684, -6.221, -0.978], [-27.739, -6.208, 0.574], [-28.210, -4.959, -1.647], [-27.078, -4.208, -2.191], [-26.049, -5.254, -2.549], [-26.162, -6.231, -1.422], [-30.832, -8.964, -2.832], [-31.164, -9.214, -1.140], [-29.575, -9.714, -1.810], [-30.093, -7.515, -0.230], [-30.465, -6.875, -1.827], [-28.155, -7.302, -2.700], [-27.778, -8.309, -1.315], [-27.542, -7.232, 0.891], [-28.727, -5.895, 0.910], [-26.996, -5.505, 0.951], [-28.829, -4.455, -0.906], [-28.883, -5.119, -2.489], [-26.779, -3.471, -1.445], [-27.282, -3.579, -3.057], [-25.067, -4.784, -2.609], [-26.343, -5.763, -3.467], [-25.515, -6.043, -0.565], [-25.892, -7.264, -1.642], [-37.369, -5.548, -4.264], [-37.893, -4.092, -4.471], [-36.697, -3.168, -4.634], [-37.000, -1.650, -4.704], [-37.486, -1.182, -3.297], [-37.953, -1.109, -5.819], [-37.101, -0.543, -6.937], [-35.612, -0.709, -6.579], [-35.670, -0.937, -5.044], [-38.070, -6.382, -4.277], [-37.009, -5.458, -3.239], [-36.557, -5.780, -4.953], [-38.492, -3.803, -3.608], [-38.539, -4.149, -5.347], [-36.213, -3.356, -5.593], [-35.964, -3.296, -3.838], [-38.412, -1.702, -3.048], [-37.660, -0.106, -3.280], [-36.648, -1.468, -2.661], [-38.606, -0.330, -5.427], [-38.552, -1.935, -6.203], [-37.286, 0.531, -6.974], [-37.378, -1.027, -7.873], [-35.085, 0.225, -6.771], [-35.268, -1.563, -7.163], [-35.692, 0.001, -4.491], [-34.788, -1.479, -4.702], [-28.698, 4.355, 9.457], [-29.680, 3.203, 9.303], [-29.043, 1.967, 8.761], [-29.867, 0.629, 8.908], [-31.233, 0.834, 8.235], [-29.203, -0.526, 8.162], [-29.738, -1.845, 8.831], [-30.102, -1.431, 10.265], [-29.975, 0.094, 10.380], [-29.304, 5.220, 9.727], [-28.133, 4.651, 8.573], [-27.986, 4.074, 10.233], [-30.444, 3.438, 8.562], [-30.275, 3.027, 10.199], [-28.219, 1.747, 9.439], [-28.723, 2.125, 7.731], [-31.889, -0.036, 8.185], [-31.070, 1.183, 7.216], [-31.665, 1.689, 8.754], [-29.609, -0.619, 7.155], [-28.131, -0.391, 8.310], [-30.639, -2.168, 8.311], [-29.007, -2.648, 8.736], [-31.090, -1.704, 10.636], [-29.433, -1.929, 10.967], [-30.857, 0.356, 10.965], [-29.049, 0.384, 10.877], [-25.162, 5.226, 3.252], [-23.866, 5.511, 2.949], [-23.398, 5.028, 1.945], [-23.132, 6.167, 3.739], [-25.126, 4.480, 2.650], [-35.939, 6.182, -1.823], [-35.638, 7.420, -2.304], [-36.489, 8.281, -2.556], [-34.432, 7.640, -2.577], [-35.040, 5.850, -1.770], [-34.021, -4.445, 2.101], [-34.868, -4.821, 3.069], [-35.473, -4.000, 3.816], [-35.119, -6.024, 3.185], [-34.060, -3.517, 2.344], [-30.485, 3.491, 2.103], [-30.350, 2.303, 1.615], [-29.229, 1.794, 1.796], [-31.304, 1.779, 1.031], [-29.594, 3.739, 2.362]], "fmax_ev_per_a": 5.50, "homo_lumo_gap_ha": 0.142, "e_above_lowest_kcal_mol": 321.4, "e_tot_ha": -2538.71169, "homo_ev": -4.6}